(1)
10
Properties=species:S:1:pos:R:3 method="wB97M-V/def2-TZVPD" fmax_ev_per_a=3.7 e_tot_ev=-12323.2850 multiplicity=1 e_above_lowest_kcal_mol=110.33
C 0.95305 -2.61864 -0.07274
C 0.52294 -1.48331 -0.09553
C 0.14419 1.40335 -0.24592
C -0.79403 0.53750 0.47074
I -2.81470 0.47504 -0.08798
H 1.48262 -3.60081 -0.16731
H 1.06838 1.63232 0.27964
H -0.43118 2.40948 -0.51290
H 0.47087 0.85593 -1.05406
H -0.60216 0.38914 1.48606

=====

(2)
14
Properties=species:S:1:pos:R:3 method="wB97M-V/def2-TZVPD" fmax_ev_per_a=6.4 e_tot_ev=-18287.5917 multiplicity=1 e_above_lowest_kcal_mol=16.55
C 0.52113 -1.70390 0.56508
C -0.16826 -0.01659 -0.53069
C 0.99463 0.85016 1.19029
C 0.30169 1.87023 0.19902
N -0.13126 -2.13953 -0.48145
N -0.56543 -1.10535 -1.18564
N 0.50768 -0.34489 0.55989
N -0.27026 1.23654 -0.80707
I -3.47761 -0.64910 -2.47095
H 1.22932 -2.33249 1.13848
H 2.09420 1.12701 1.42383
H 0.56930 0.96736 2.24760
H -1.94355 -0.64863 -2.17159
H 0.33841 2.88920 0.32319

=====

(3)
11
Properties=species:S:1:pos:R:3 method="wB97M-V/def2-TZVPD" fmax_ev_per_a=3.1 e_tot_ev=-14374.1515 multiplicity=1 e_above_lowest_kcal_mol=52.18
C -0.28603 -1.96942 -1.95349
C -0.08508 -0.86276 -1.52287
C 0.13187 0.12370 -0.50149
C -1.05625 0.67262 0.21551
O 1.16714 0.42259 0.01887
I 1.85750 1.10826 3.27292
H 2.64282 0.70827 1.91343
H -0.35322 -2.80111 -2.51988
H -1.00946 1.85946 0.09021
H -1.05172 0.33832 1.24651
H -1.95758 0.40005 -0.25972

=====

(4)
13
Properties=species:S:1:pos:R:3 method="wB97M-V/def2-TZVPD" fmax_ev_per_a=1.7 e_tot_ev=-18472.3874 multiplicity=1 e_above_lowest_kcal_mol=0.00
C 2.76279 -1.62083 0.40906
C 0.34359 -0.12011 1.67849
C 0.03710 0.63590 0.41798
C -0.06922 -0.20171 -0.84036
O 2.93114 -2.74508 0.30708
O 0.23501 -1.30743 1.79562
O 2.58713 -0.49221 0.49999
I 1.34064 2.35200 0.20950
H 0.62243 0.52646 2.52988
H -0.93796 1.10251 0.61620
H -0.64482 0.32353 -1.59929
H -0.57721 -1.13467 -0.59665
H 0.90647 -0.44053 -1.25551

=====

(5)
17
Properties=species:S:1:pos:R:3 method="wB97M-V/def2-TZVPD" fmax_ev_per_a=3.7 e_tot_ev=-17577.3101 multiplicity=2 e_above_lowest_kcal_mol=2.31
O 3.08460 -0.52197 -1.77511
C 2.25166 -1.23830 -2.68603
C 1.24044 -2.06185 -1.89130
O 0.77442 -1.40250 -0.73409
C -0.14700 -0.30180 -0.85610
O 0.12934 0.49652 -1.81859
O -1.33896 -0.63826 -0.46824
H 3.91966 -0.29958 -2.19201
H 2.85658 -1.93026 -3.28961
H 1.74163 -0.53062 -3.35022
H 1.72610 -2.97313 -1.51637
H 0.40140 -2.33782 -2.54957
O -0.69961 1.64518 1.29283
C 0.31690 1.10484 0.71294
O 1.44298 1.66414 0.81814
Li 1.91763 0.84943 -0.92812
La -2.06607 -0.04513 1.95239

=====

(6)
13
Properties=species:S:1:pos:R:3 method="wB97M-V/def2-TZVPD" fmax_ev_per_a=5.2 e_tot_ev=-11209.9297 multiplicity=1 charge=+2
O -0.83139 0.04849 0.49469
C -1.02095 -0.87054 -0.50957
C -1.23782 -2.16034 -0.22321
H -1.62758 -2.79599 -1.02099
H -1.16887 -2.50622 0.81379
C 0.38826 0.95515 0.30949
O 0.85766 1.26084 -0.80425
La 1.02504 -0.78694 -2.24660
O 0.55820 1.71883 1.35069
C 1.00116 3.06828 1.15056
H 1.98083 3.06242 0.66026
H 0.28645 3.61786 0.52779
H 1.05823 3.50492 2.15033

=====

(7)
15
Properties=species:S:1:pos:R:3 method="wB97M-V/def2-TZVPD" fmax_ev_per_a=4.5 e_tot_ev=-48049.3343 multiplicity=2 charge=+3 e_above_lowest_kcal_mol=26.72
O -0.01922 0.13505 -0.46097
C 0.55498 -1.00982 -0.10235
O 1.72074 -0.91359 0.29090
O -0.16132 -2.06640 0.01184
Lu 2.26167 1.24800 0.08302
C -1.58367 -1.98037 -0.27809
C -2.21342 -0.80164 0.42502
H -1.68920 -1.93315 -1.36835
H -2.00373 -2.91510 0.10125
H -2.16416 -0.91541 1.51413
H -3.26019 -0.66534 0.13138
O -1.25849 1.32956 1.08526
C -1.45081 0.62072 0.01772
O -1.91462 1.31998 -1.00601
H -2.11392 0.77962 -1.78335

=====

(8)
16
Properties=species:S:1:pos:R:3 method="wB97M-V/def2-TZVPD" fmax_ev_per_a=3.9 e_tot_ev=-50111.1183 multiplicity=1 charge=+2 e_above_lowest_kcal_mol=16.14
C -3.08177 1.69354 0.49758
C -1.57428 1.67822 0.37251
O -1.17021 0.34964 0.84044
O -3.51346 0.35670 0.32958
H -3.48912 2.34792 -0.28414
H -3.38267 2.06644 1.48699
H -1.07987 2.40636 1.02019
H -1.24949 1.77731 -0.66874
H -2.08042 -0.24939 0.71358
C 0.17881 -0.12520 0.62050
O 0.52614 -1.06851 1.28248
O 0.85768 0.75430 0.04040
Lu 3.19059 0.94032 0.24390
O -5.78700 1.03883 0.49163
O -5.31557 -1.12351 0.11630
C -5.07678 0.05981 0.30930

=====

(9)
14
Properties=species:S:1:pos:R:3 method="wB97M-V/def2-TZVPD" fmax_ev_per_a=4.6 e_tot_ev=-20216.8087 multiplicity=1 charge=+2 e_above_lowest_kcal_mol=0.00
Mg 2.26144 -0.57330 1.34934
O 0.91543 0.69450 0.30162
C 0.55637 2.08785 0.47758
H 0.82619 2.62485 -0.43653
H -0.52475 2.16433 0.62625
H 1.12025 2.42536 1.34976
C -0.90355 -2.24964 0.09392
C 0.19639 -1.55886 -0.24438
O 1.46063 -1.74875 0.10626
C 0.17847 -0.04502 -0.54901
O -0.65351 0.48607 -1.24737
Na -2.74012 0.64413 -2.49437
H -1.88490 -1.79706 -0.02972
H -0.80834 -3.15446 0.69666

=====

(10)
10
Properties=species:S:1:pos:R:3 method="wB97M-V/def2-TZVPD" fmax_ev_per_a=2.1 e_tot_ev=-5713.1010 multiplicity=1 e_above_lowest_kcal_mol=132.49
C -1.55849 1.18688 0.34534
C -1.51032 -0.06877 0.32852
C -0.03725 0.15574 -0.03621
C 1.06696 -0.73747 0.33775
N 0.62102 -0.61345 -1.06735
H -1.80876 2.16823 -0.00280
H 0.27691 1.22566 0.00526
H 0.86388 -1.63874 0.90532
H 2.02440 -0.26190 0.54103
H 0.06165 -1.41617 -1.35687

=====

(11)
10
Properties=species:S:1:pos:R:3 method="wB97M-V/def2-TZVPD" fmax_ev_per_a=3.2 e_tot_ev=-5715.5660 multiplicity=1 e_above_lowest_kcal_mol=75.65
C 0.47619 -0.46373 -1.95051
C 0.98368 -1.04629 -0.86296
C 0.02613 0.03877 -0.68967
C -0.70737 0.72081 1.52312
N -0.68077 0.83732 -0.06050
H 0.43306 -0.43323 -3.01399
H 1.65339 -1.78749 -0.49247
H -0.54928 1.72625 1.89384
H 0.06343 0.04098 1.87177
H -1.69846 0.36661 1.78137

=====

(12)
10
Properties=species:S:1:pos:R:3 method="wB97M-V/def2-TZVPD" fmax_ev_per_a=5.7 e_tot_ev=-5717.1012 multiplicity=1 e_above_lowest_kcal_mol=40.25
C -1.39544 0.21410 -0.81583
C -0.50699 0.49467 0.39599
C 0.89963 0.46220 -0.18649
C 0.37989 -0.81302 0.56672
H -0.84914 1.20553 1.09482
H 1.79239 0.95906 0.20750
H 1.01629 0.27346 -1.18575
H 0.00323 -1.63136 0.04834
H 0.56497 -1.00792 1.61819
N -1.90483 -0.15671 -1.74349

=====

(13)
10
Properties=species:S:1:pos:R:3 method="wB97M-V/def2-TZVPD" fmax_ev_per_a=6.9 e_tot_ev=-5712.8726 multiplicity=1 e_above_lowest_kcal_mol=137.76
C -3.63755 -0.04824 -0.01007
C -2.39816 0.00159 -0.09278
C -0.07100 -0.47445 0.53524
C 1.27341 -0.54643 -0.05424
N -1.24261 0.17073 -0.61620
H -4.64172 0.09737 0.19057
H -0.51036 -0.96384 1.42105
H 1.09690 -0.77664 -1.01712
H 1.81720 0.33961 -0.09892
H 1.98464 -1.25460 0.45271

=====

(14)
10
Properties=species:S:1:pos:R:3 method="wB97M-V/def2-TZVPD" fmax_ev_per_a=0.9 e_tot_ev=-5715.1272 multiplicity=1 e_above_lowest_kcal_mol=85.77
N 2.97846 -0.14474 -0.28962
C 1.95176 0.19239 0.15382
C 0.77830 0.57473 0.83269
C -0.90418 -0.74789 0.01205
C -0.39407 0.73984 -0.03692
H -0.11414 -1.46929 0.25174
H -1.68962 -0.86380 0.75974
H -1.28859 -1.01591 -0.97476
H -1.15438 1.38784 0.40282
H -0.20508 1.02901 -1.07753

=====

(15)
11
Properties=species:S:1:pos:R:3 method="wB97M-V/def2-TZVPD" fmax_ev_per_a=4.8 e_tot_ev=-7195.6630 multiplicity=1 charge=+1 e_above_lowest_kcal_mol=112.74
C 0.88386 2.40708 0.91643
C -0.15817 0.75094 0.12356
C 1.22869 0.98428 0.44724
C -0.99560 -0.35944 -0.39442
N -0.74174 1.94869 0.40471
N -0.11657 3.13306 0.87002
H 1.92883 1.27949 -0.35604
H 1.82251 0.38746 1.31181
H -0.44035 -1.19422 -0.87380
H -1.91143 -0.10829 -0.84017
H -1.39232 -0.77518 0.54481

=====

(16)
12
Properties=species:S:1:pos:R:3 method="wB97M-V/def2-TZVPD" fmax_ev_per_a=4.8 e_tot_ev=-9243.4128 multiplicity=1 charge=+1 e_above_lowest_kcal_mol=111.54
C -1.28266 -0.57561 -0.10805
C -0.78827 0.51053 -0.92623
C -0.39067 -1.09798 0.75227
C 0.00842 1.41373 -0.35534
N 0.87570 -0.67194 0.99870
N 1.87034 -0.47511 0.48954
O 2.96315 -0.28635 0.18021
H -2.23056 -0.87739 -0.28191
H -1.05815 0.41086 -1.95752
H -0.67440 -1.87675 1.49658
H 0.59780 2.05745 -1.06231
H 0.10929 1.46857 0.77405

=====

(17)
12
Properties=species:S:1:pos:R:3 method="wB97M-V/def2-TZVPD" fmax_ev_per_a=2.9 e_tot_ev=-9245.8505 multiplicity=1 charge=+1 e_above_lowest_kcal_mol=55.33
C -0.52934 -1.86563 -0.21761
C 0.94995 2.30478 0.06042
C -0.71831 0.53949 0.08488
C 0.03274 -0.56532 -0.53134
N 0.13000 1.54885 0.55832
N 0.53432 -1.61346 0.37734
O 1.64470 3.20950 0.01784
H -1.36204 1.09257 -0.61339
H -1.24581 0.15536 0.89723
H -1.42355 -2.45419 -0.33729
H 0.75514 -0.31811 -1.26650
H 1.23219 -2.03384 0.97012

=====

(18)
15
Properties=species:S:1:pos:R:3 method="wB97M-V/def2-TZVPD" fmax_ev_per_a=5.2 e_tot_ev=-24173.3301 multiplicity=1 charge=+1 e_above_lowest_kcal_mol=89.71
C 2.87810 0.06621 -0.03021
C 2.05649 0.86545 0.71045
C 1.02167 -0.72752 -0.42487
C -2.57048 0.26310 -0.57291
N 2.29405 -0.87881 -0.77418
N 0.84667 0.37537 0.41938
O -1.97255 -1.57095 1.31941
O -0.44518 0.41257 0.97403
O -0.45260 -1.41917 -0.57531
S -1.43831 -0.74849 0.36072
H 3.93319 0.10465 -0.05422
H 2.24900 1.88560 1.03211
H -3.31143 -0.41300 -1.01008
H -3.19975 0.91554 -0.02221
H -1.88885 0.86946 -1.35211

=====

(19)
13
Properties=species:S:1:pos:R:3 method="wB97M-V/def2-TZVPD" fmax_ev_per_a=5.8 e_tot_ev=-20090.1890 multiplicity=1 charge=-1 e_above_lowest_kcal_mol=71.16
C 0.76500 -0.82810 -1.27650
C 0.92145 -2.08148 -0.63747
C 0.14807 0.04300 -0.44648
C -0.80204 2.05602 0.41480
N 0.43787 -2.11526 0.58533
N -0.02075 -0.95821 0.95302
O 0.02914 1.38589 -0.51269
S -0.95976 -0.67179 2.29949
H 1.10777 -0.60454 -2.27110
H 1.38763 -2.95445 -1.05964
H -0.99868 1.43784 1.29158
H -1.75331 2.33282 -0.05675
H -0.26239 2.95828 0.71641

=====

(20)
13
Properties=species:S:1:pos:R:3 method="wB97M-V/def2-TZVPD" fmax_ev_per_a=3.7 e_tot_ev=-20088.7938 multiplicity=3 charge=-1 e_above_lowest_kcal_mol=0.00
C 0.34145 0.70869 1.57241
C -0.88874 1.23050 1.07681
C 0.96470 -0.18044 0.70929
C 0.25009 -1.17694 -1.47938
N -1.06865 0.48768 -0.24599
N 0.11056 -0.29915 -0.41836
O 2.06043 -0.75322 0.75781
S -1.98264 2.40494 1.44701
H 0.80195 0.77956 2.62947
H -0.17993 -2.25182 -1.29502
H -0.44644 -0.96453 -2.28566
H 1.39738 -1.16577 -1.55313
H -1.36015 1.18051 -0.91528